DFT (ωB97M-V/def2-TZVPD) results for one molecule with the formula C21H22O6.

```
49
Properties=species:S:1:pos:R:3:lowdin_charge:R:1
C -1.65 -0.59 -3.92 -0.03
H -1.72 0.44 -4.27 0.10
H -2.62 -0.90 -3.53 0.10
H -1.34 -1.25 -4.73 0.09
O -0.65 -0.70 -2.92 -0.03
C -0.80 0.08 -1.85 -0.44
O -1.70 0.87 -1.73 0.12
C 0.32 -0.07 -0.85 -0.09
H -0.07 0.30 0.11 0.13
C 0.85 -1.51 -0.70 -0.10
C 0.21 -2.14 0.51 -0.43
O -0.83 -2.75 0.46 0.15
O 0.87 -1.95 1.66 0.00
C 0.24 -2.48 2.82 -0.06
H 0.19 -3.57 2.76 0.14
C -1.18 -1.94 3.02 -0.35
O -2.04 -2.63 3.52 0.12
C -1.40 -0.56 2.53 -0.17
C -2.58 -0.27 1.86 0.01
C -2.79 0.97 1.30 0.00
C -1.83 1.97 1.45 -0.28
C -0.68 1.70 2.19 -0.01
C -0.45 0.44 2.70 -0.02
H 0.46 0.25 3.25 0.12
H 0.04 2.50 2.32 0.12
O -1.92 3.22 0.93 -0.07
C -2.97 3.49 0.03 -0.07
H -3.95 3.47 0.52 0.10
H -2.78 4.50 -0.34 0.09
H -2.95 2.79 -0.81 0.08
H -3.70 1.15 0.74 0.11
H -3.32 -1.05 1.74 0.13
H 0.87 -2.18 3.66 0.14
H 0.51 -2.10 -1.56 0.16
C 2.41 -1.48 -0.73 -0.19
C 2.72 -0.99 -2.12 -0.04
C 2.23 0.22 -2.39 -0.04
C 1.51 0.87 -1.26 -0.18
C 2.39 0.90 -0.02 -0.18
C 3.86 0.61 -0.11 -0.05
C 2.90 -0.47 0.29 -0.18
H 2.93 -0.83 1.31 0.13
H 4.34 0.57 -1.08 0.10
H 4.49 1.03 0.67 0.10
H 2.04 1.55 0.77 0.14
H 1.12 1.86 -1.51 0.16
H 2.34 0.72 -3.34 0.12
H 3.26 -1.60 -2.81 0.12
H 2.81 -2.48 -0.54 0.15
```

Orbital gap: 9.3 eV
HOMO energy: -8.6 eV
Energy above the lowest of the compared OMol25 structures with the same formula, charge and spin: 13.61 kcal per mole
E_LUMO: 0.0243 Ha